Record 1
DFT (ωB97M-V with the def2-TZVPD basis set) results for C31H32N4O3RhSTe as an isolated structure at a distorted geometry.

Computed properties:
LUMO energy (alpha / beta)   -3.0 / -5.4 eV
Kohn-Sham gap (alpha / beta)   7.427 / 5.335 eV
Maximum force   1.3 eV/A
HOMO (alpha / beta)   -10.41 / -10.73 eV
2S+1   5
Net charge   +1
Expectation value of S²   6.067

Last column: Löwdin charge in e.
Geometry (Å):
Rh: -0.3107 -0.9415 0.6751  0.68
O: 3.3426 3.4145 0.4299  0.08
C: 4.1409 2.3463 0.4004  -0.26
C: 5.5138 2.5867 0.3052  0.00
C: 6.4112 1.5445 0.2567  -0.05
C: 5.9688 0.2198 0.2892  -0.07
C: 4.6245 -0.0352 0.3974  -0.02
C: 3.6856 1.0061 0.4701  -0.08
C: 2.2818 0.6351 0.6239  -0.39
O: 1.9591 -0.5731 0.8150  -0.25
N: 1.3562 1.6147 0.5875  0.07
N: 0.1053 1.2119 0.5708  -0.07
C: -0.8093 2.1205 0.8224  -0.05
C: -2.2015 1.9553 0.6812  -0.13
C: -3.0201 3.0815 0.9345  -0.05
C: -4.3719 3.0323 0.7597  -0.05
C: -4.9800 1.8298 0.3182  -0.04
C: -4.2384 0.7181 0.0637  0.01
C: -2.8226 0.7177 0.2371  -0.33
O: -2.1686 -0.3379 -0.0100  -0.15
H: 2.4161 3.1005 0.4878  0.07
H: 5.8430 3.6163 0.2610  0.12
H: 7.4698 1.7594 0.1920  0.11
H: 6.6763 -0.5953 0.2257  0.11
H: 4.2556 -1.0522 0.4142  0.11
H: -0.4504 3.0980 1.1446  0.14
H: -2.5371 3.9959 1.2575  0.12
H: -4.9768 3.9084 0.9468  0.11
H: -6.0531 1.8022 0.1804  0.12
H: -4.7000 -0.2012 -0.2710  0.13
C: 0.7486 -0.7939 6.3553  -0.04
N: 0.6971 -0.7432 4.8960  -0.21
C: 1.6542 -1.6300 4.2508  -0.08
C: -0.4060 -0.3241 4.2384  -0.66
S: -1.0578 -1.2671 2.9444  0.66
N: -1.0095 0.7868 4.6728  -0.18
C: -2.3168 1.2377 4.2148  -0.05
C: -0.3701 1.7063 5.6047  -0.04
H: 0.7988 -1.8404 6.6642  0.10
H: -0.1423 -0.3577 6.7963  0.08
H: 1.6324 -0.2822 6.7397  0.10
H: 2.6310 -1.4531 4.7024  0.10
H: 1.7190 -1.4137 3.1902  0.03
H: 1.3850 -2.6816 4.3845  0.09
H: -2.7667 0.5045 3.5586  0.04
H: -2.2169 2.1830 3.6778  0.09
H: -2.9673 1.3943 5.0776  0.10
H: 0.7015 1.5345 5.6360  0.09
H: -0.7847 1.6103 6.6102  0.10
H: -0.5550 2.7250 5.2646  0.10
Te: 1.1259 -3.2459 0.6140  1.51
C: 2.0485 -3.6931 -1.2454  -0.49
C: 1.3219 -3.7661 -2.4261  -0.13
C: 1.9581 -4.1542 -3.5957  -0.07
C: 3.3125 -4.4569 -3.5859  -0.07
C: 4.0388 -4.3572 -2.4081  -0.07
C: 3.4085 -3.9761 -1.2329  -0.15
C: -0.1122 -4.9780 0.6805  -0.49
C: -1.1845 -5.1906 -0.1760  -0.13
C: -1.9253 -6.3586 -0.0730  -0.07
C: -1.6060 -7.3058 0.8895  -0.07
C: -0.5473 -7.0847 1.7584  -0.08
C: 0.1998 -5.9210 1.6544  -0.15
H: 0.2680 -3.5190 -2.4376  0.09
H: 1.3958 -4.2184 -4.5180  0.11
H: 3.8047 -4.7712 -4.4965  0.11
H: 5.0970 -4.5834 -2.3996  0.11
H: 3.9682 -3.9087 -0.3078  0.09
H: -1.4489 -4.4505 -0.9214  0.09
H: -2.7565 -6.5305 -0.7443  0.11
H: -2.1819 -8.2185 0.9679  0.11
H: -0.2953 -7.8156 2.5154  0.11
H: 1.0360 -5.7472 2.3211  0.09

Cartesian forces (eV/Å) of the 6 atoms listed first:
Rh 0.57 -0.18 -0.95
O -0.28 0.09 0.05
C 0.14 -0.44 0.00
C 0.04 0.09 -0.02
C -0.07 0.05 0.02
C 0.01 -0.12 -0.01

=====

Record 2
DFT (ωB97M-V with the def2-TZVPD basis set) results for C31H32N8O4S3SeSr as an isolated structure.

Computed properties:
LUMO energy   3.2 eV
Kohn-Sham gap   4.129 eV
Maximum force   0.1 eV/A
HOMO   -0.95 eV
2S+1   1
Net charge   -2

Last column: Löwdin charge in e.
Geometry (Å):
Sr: -0.2458 0.2970 -1.3075  1.15
N: 0.5403 2.8278 2.9617  -0.01
C: 0.7275 1.4090 2.6704  -0.21
C: 0.9951 1.1062 1.1858  -0.60
O: 0.8114 2.0567 0.3763  -0.13
N: 1.3482 -0.0915 0.7616  -0.05
C: 1.1754 -1.2096 1.6439  -0.20
C: -0.2127 -1.8274 1.4848  -0.52
O: -1.0646 -1.3363 0.7675  0.00
O: -0.4400 -2.9415 2.1528  0.11
H: -0.0877 3.1841 2.2455  0.06
H: 1.4136 3.2995 2.7487  0.06
H: -0.1681 0.8621 2.9801  0.12
H: 1.5437 1.0245 3.2872  0.10
H: 1.3150 -1.0188 2.7168  0.12
H: 1.8861 -2.0053 1.3968  0.07
C: -0.3367 4.2203 -2.1740  -0.17
C: -0.5050 2.8353 -2.7731  -0.91
S: -2.1287 2.1475 -2.5802  0.34
C: 0.5748 2.2302 -3.3364  -0.91
C: 1.9001 2.9758 -3.3388  -0.17
S: 0.6400 0.6026 -4.0373  0.34
H: -1.3149 4.6660 -2.0039  0.04
H: 0.2427 4.8852 -2.8226  0.05
H: 0.1808 4.1608 -1.2099  0.06
H: 1.8626 3.8641 -3.9814  0.06
H: 2.6865 2.3228 -3.7100  0.03
H: 2.1732 3.3123 -2.3332  0.07
Se: -0.6282 -6.2831 -6.4489  1.02
N: -1.7725 -4.9607 -6.0634  -0.24
C: -1.2649 -4.2960 -5.0640  -0.33
C: -1.9161 -3.1535 -4.4367  -0.10
C: -3.1511 -2.6743 -4.8729  -0.01
C: -3.7171 -1.6094 -4.2165  -0.04
C: -3.0365 -1.0549 -3.1315  -0.14
N: -1.8631 -1.4971 -2.7112  0.07
C: -1.2934 -2.5180 -3.3591  -0.15
C: 0.0417 -2.9583 -2.8965  -0.15
N: 0.6191 -2.2426 -1.9268  0.08
C: 1.8056 -2.6168 -1.4800  -0.11
C: 2.4870 -3.7376 -1.9535  -0.06
C: 1.9144 -4.4634 -2.9689  0.00
C: 0.6713 -4.0668 -3.4653  -0.09
C: 0.0190 -4.7647 -4.5663  -0.33
N: 0.5274 -5.8015 -5.1694  -0.24
H: -3.6327 -3.1493 -5.7178  0.11
H: -4.6643 -1.1906 -4.5263  0.10
H: -3.4415 -0.2053 -2.5987  0.05
H: 2.2382 -1.9854 -0.7125  0.08
H: 3.4321 -4.0143 -1.5082  0.08
H: 2.3984 -5.3335 -3.3928  0.11
C: 4.7025 -0.2762 1.8492  -0.11
C: 4.9673 -1.6453 1.2362  -0.24
C: 5.1438 -2.7490 2.2761  -0.24
N: 3.9510 -2.9867 3.0633  0.01
C: 2.9203 -3.8053 2.7128  -0.92
S: 3.0017 -4.7396 1.2983  0.58
N: 1.8317 -3.7840 3.4946  0.04
C: 1.8640 -3.5745 4.8297  -0.49
O: 0.9961 -2.9675 5.4501  0.03
C: 2.9612 -4.2569 5.6355  -0.14
C: 3.6260 -5.3886 5.1739  -0.03
C: 4.5957 -5.9961 5.9585  -0.09
C: 4.9166 -5.4732 7.2046  -0.11
C: 4.2533 -4.3453 7.6697  -0.10
C: 3.2732 -3.7476 6.8907  -0.04
H: 4.5429 0.4783 1.0795  0.07
H: 5.5392 0.0391 2.4808  0.07
H: 3.7970 -0.2873 2.4583  0.05
H: 5.8681 -1.6094 0.6149  0.11
H: 4.1426 -1.9282 0.5781  0.08
H: 5.9487 -2.4842 2.9705  0.11
H: 5.4039 -3.6871 1.7884  0.07
H: 3.7616 -2.3410 3.8127  0.14
H: 0.3779 -3.2399 2.6485  0.06
H: 3.3809 -5.7899 4.1977  0.10
H: 5.1054 -6.8794 5.5930  0.10
H: 5.6797 -5.9452 7.8123  0.09
H: 4.4974 -3.9344 8.6422  0.09
H: 2.7240 -2.8823 7.2389  0.11

Cartesian forces (eV/Å) of the 6 atoms listed first:
Sr -0.03 0.13 0.00
N 0.00 0.00 0.00
C 0.01 0.00 0.00
C 0.03 -0.03 0.00
O 0.02 -0.05 -0.07
N -0.01 -0.05 0.06

=====

Record 3
DFT (ωB97M-V with the def2-TZVPD basis set) results for C31H33AsCl2N5O5SbSe4Ti as an isolated structure at a distorted geometry.

Computed properties:
LUMO energy (alpha / beta)   3.6 / 3.6 eV
Kohn-Sham gap (alpha / beta)   4.892 / 4.998 eV
Maximum force   3.4 eV/A
HOMO (alpha / beta)   -1.27 / -1.38 eV
2S+1   3
Net charge   -2
Expectation value of S²   2.062

Last column: Löwdin charge in e.
Geometry (Å):
Ti: 0.1423 -0.3653 0.4145  0.41
N: 2.2678 2.1407 1.9479  0.03
N: 1.6857 1.4982 3.0570  -0.02
C: 0.5889 0.7019 2.8456  -0.79
O: 0.2329 -0.0959 3.7146  -0.03
O: -0.0962 0.9124 1.7371  -0.22
H: 3.0267 1.5543 1.6009  0.00
H: 2.6870 3.0006 2.2760  0.07
H: 2.3413 1.1081 3.7276  0.08
Cl: 1.1328 0.1305 -3.4849  0.75
C: 1.8617 -1.3122 -2.8457  -0.55
C: 3.0188 -1.7519 -3.5079  -0.15
C: 3.6824 -2.8517 -3.0668  -0.61
Cl: 5.1340 -3.3575 -3.8850  0.66
C: 3.1947 -3.5891 -1.9653  -0.18
C: 3.9146 -4.6351 -1.3446  -0.05
C: 3.3542 -5.3079 -0.3011  -0.09
C: 2.0395 -4.9721 0.0744  -0.16
N: 1.3716 -3.9673 -0.4280  0.10
C: 1.9499 -3.2145 -1.3949  -0.19
C: 1.2958 -1.9816 -1.7719  -0.38
O: 0.2654 -1.5195 -1.0913  -0.28
H: 3.3837 -1.1821 -4.3505  0.09
H: 4.9214 -4.8614 -1.6659  0.09
H: 3.9098 -6.0420 0.2625  0.09
H: 1.5324 -5.5471 0.8445  0.10
O: -1.7857 -0.0239 -0.2382  -0.06
C: -1.3248 1.0749 -0.6129  -0.58
N: -2.1004 2.1861 -0.8057  0.17
C: -1.2998 3.2353 -1.4008  -0.24
C: 0.1381 2.5822 -1.2501  -0.40
O: 1.1550 3.1573 -1.5349  0.11
N: -0.0194 1.2982 -0.8224  0.09
C: -1.6085 3.3631 -2.8964  -0.11
C: -1.6469 2.2025 -3.6696  -0.04
C: -1.9276 2.2571 -5.0244  -0.08
C: -2.1926 3.4764 -5.6332  -0.10
C: -2.1668 4.6337 -4.8733  -0.09
C: -1.8754 4.5794 -3.5160  -0.02
C: -1.3645 4.5342 -0.6242  -0.14
C: -0.4488 5.5543 -0.8837  -0.04
C: -0.5035 6.7451 -0.1772  -0.08
C: -1.4737 6.9400 0.7967  -0.11
C: -2.3742 5.9242 1.0725  -0.09
C: -2.3153 4.7280 0.3697  -0.02
H: -3.0840 2.0788 -0.9882  0.16
H: -1.4361 1.2401 -3.2196  0.09
H: -1.9365 1.3413 -5.6015  0.10
H: -2.4144 3.5217 -6.6924  0.09
H: -2.3803 5.5910 -5.3337  0.10
H: -1.8620 5.4911 -2.9358  0.10
H: 0.3231 5.3958 -1.6236  0.12
H: 0.2255 7.5196 -0.3809  0.10
H: -1.5170 7.8717 1.3474  0.09
H: -3.1219 6.0546 1.8451  0.10
H: -3.0047 3.9319 0.6160  0.11
C: -3.4965 -1.6349 3.5723  -0.17
C: -2.5814 -0.9138 2.5836  -0.39
As: -1.0659 -1.9437 1.8722  1.24
C: -0.6439 -3.0653 3.4317  -0.37
C: 0.8033 -3.5391 3.4785  -0.20
C: -2.1868 -3.1661 0.7963  -0.38
C: -1.6711 -4.5799 0.5561  -0.16
H: -4.3474 -0.9983 3.8308  0.06
H: -2.9732 -1.8767 4.4976  0.06
H: -3.9009 -2.5642 3.1654  0.05
H: -2.1777 -0.0165 3.0473  0.06
H: -3.1537 -0.6036 1.7083  0.06
H: -1.3516 -3.8972 3.4025  0.06
H: -0.8603 -2.4425 4.2979  0.06
H: 1.0975 -4.0206 2.5459  0.03
H: 0.9811 -4.2342 4.3004  0.07
H: 1.4590 -2.6815 3.6244  0.03
H: -2.3374 -2.6540 -0.1565  0.06
H: -3.1598 -3.2075 1.2916  0.05
H: -0.7067 -4.5488 0.0524  0.03
H: -2.3737 -5.1398 -0.0675  0.06
H: -1.5522 -5.1261 1.4956  0.06
Se: 4.4904 -3.9814 2.9223  -0.23
Sb: 4.3423 -1.8987 1.5847  -0.10
Se: 6.8292 -2.9966 1.2445  -0.27
Se: 5.0962 -0.0492 3.0396  -0.28
Se: 1.9454 -1.1974 1.1744  0.43

Cartesian forces (eV/Å) of the 6 atoms listed first:
Ti 0.42 -0.33 -1.54
N -0.04 0.06 -0.11
N -0.06 0.09 -0.18
C -0.18 0.43 1.14
O -0.07 0.17 -0.09
O -0.02 0.88 1.49